1.
{"formula": "C6H10", "method": "ωB97M-V/def2-TZVPD", "elements": ["C", "C", "C", "C", "C", "C", "H", "H", "H", "H", "H", "H", "H", "H", "H", "H"], "coordinates": [[-1.8942, -0.5176, 0.2462], [-0.4199, -0.5961, -0.1417], [0.1579, -1.8004, -0.0583], [-0.0176, 1.6668, -0.8860], [0.3976, 0.6271, -0.1631], [1.7391, 0.6884, 0.5125], [-2.2250, -1.5463, 0.3267], [-1.9168, 0.0290, 1.1853], [-2.5311, 0.0088, -0.4681], [1.2316, -1.8831, 0.0649], [-0.3755, -2.7184, -0.2641], [0.5714, 2.5220, -1.1454], [-1.0144, 1.6177, -1.3145], [2.2639, -0.1995, 0.1656], [2.4116, 1.5273, 0.3632], [1.6212, 0.5742, 1.5769]], "atomic_forces_ev_per_a": [[0.566, 0.272, -1.354], [-0.166, -0.799, 1.818], [0.568, 0.327, -0.716], [-1.007, -0.605, -0.157], [0.513, 1.749, -0.475], [0.156, -1.354, -0.208], [-0.412, 0.057, 0.323], [-0.272, -0.190, 0.191], [0.038, 0.050, 0.022], [-0.013, -0.150, -0.420], [-0.240, -0.032, 0.606], [0.301, 0.363, 0.305], [0.106, 0.118, -0.214], [0.482, -0.045, 0.202], [-0.513, 0.375, -0.476], [-0.106, -0.138, 0.551]], "orbital_gap_ev": 9.80, "relative_energy_kcal_mol": 29.6, "spin_multiplicity": 1, "energy_ev": -6382.577, "mol_weight_da": 82.15, "smiles": "C=C(C)C(=C)C", "e_homo_ev": -8.703}

---

2.
{"formula": "C6H10", "method": "ωB97M-V/def2-TZVPD", "elements": ["C", "C", "C", "C", "C", "C", "H", "H", "H", "H", "H", "H", "H", "H", "H", "H"], "coordinates": [[1.8715, -0.2170, 0.2536], [0.4679, 0.0632, -0.2676], [-0.0262, 1.4754, -0.0583], [-0.6716, 0.3944, 0.7092], [-1.7275, -0.3406, -0.0994], [-0.5350, -0.9808, -0.8475], [1.8909, 0.0520, 1.3204], [2.6803, 0.3623, -0.2179], [2.1388, -1.2756, 0.1779], [0.6415, 2.0645, 0.5678], [-0.5814, 2.0633, -0.7873], [-0.4890, 0.1645, 1.7467], [-2.3830, -0.9914, 0.4900], [-2.3704, 0.3044, -0.7148], [-0.6200, -1.1575, -1.9214], [-0.3232, -1.9260, -0.3240]], "atomic_forces_ev_per_a": [[-0.104, -0.120, 0.031], [-0.164, -0.282, 0.526], [-0.099, 0.169, -0.007], [-0.107, 0.098, 0.630], [0.072, 0.005, 0.031], [0.145, -0.063, -0.371], [0.102, -0.101, -0.154], [-0.412, -0.140, -0.125], [-0.094, 0.073, 0.007], [0.129, -0.026, -0.414], [0.004, -0.211, 0.060], [-0.274, 0.555, 0.361], [0.307, -0.104, -0.286], [0.273, -0.037, 0.199], [0.108, 0.004, -0.079], [0.114, 0.180, -0.407]], "orbital_gap_ev": 9.96, "relative_energy_kcal_mol": 41.8, "spin_multiplicity": 1, "energy_ev": -6382.048, "mol_weight_da": 82.15, "smiles": "C[C@@]12CC[C@@H]1C2", "e_homo_ev": -8.762}

---

3.
{"formula": "C6H10", "method": "ωB97M-V/def2-TZVPD", "elements": ["C", "C", "C", "C", "C", "C", "H", "H", "H", "H", "H", "H", "H", "H", "H", "H"], "coordinates": [[-1.7442, -0.5626, 0.3691], [-1.2084, -0.8020, 1.7523], [-0.2720, -0.6321, 0.5856], [0.9694, 1.1039, -0.0278], [1.9731, 0.4542, -0.9342], [0.7814, 1.1633, -1.5120], [-2.1683, 0.4156, 0.1587], [-2.2387, -1.3896, -0.1351], [-1.2945, -0.0069, 2.4892], [-1.3151, -1.8004, 2.1719], [0.2956, -1.4973, 0.2541], [0.2979, 0.5081, 0.8065], [2.9508, 0.9347, -0.9774], [2.0164, -0.6264, -1.0346], [0.9361, 2.1551, -1.9400], [0.0206, 0.5823, -2.0262]], "atomic_forces_ev_per_a": [[-0.114, 0.079, -0.151], [-0.026, 0.026, 0.192], [0.024, -0.145, -0.105], [0.132, 0.075, -0.135], [0.132, -0.116, 0.019], [-0.135, 0.037, -0.089], [0.050, -0.108, 0.038], [0.144, 0.179, 0.018], [0.037, -0.048, -0.198], [0.128, 0.190, -0.083], [0.041, 0.349, -0.015], [-0.134, -0.355, 0.131], [-0.195, -0.108, 0.084], [-0.056, 0.144, 0.004], [-0.144, -0.183, 0.132], [0.117, -0.016, 0.157]], "orbital_gap_ev": 8.93, "relative_energy_kcal_mol": 134.3, "spin_multiplicity": 1, "energy_ev": -6378.037, "mol_weight_da": 82.15, "e_homo_ev": -8.081}

---

4.
{"formula": "C6H10", "method": "ωB97M-V/def2-TZVPD", "elements": ["C", "C", "C", "C", "C", "C", "H", "H", "H", "H", "H", "H", "H", "H", "H", "H"], "coordinates": [[1.7447, -0.3163, 0.4383], [0.5800, 0.4346, -0.1639], [0.6537, 1.7540, -0.3969], [-0.9884, -0.2157, 1.0920], [-1.7760, -1.0592, 0.2553], [-0.5942, -0.4065, -0.7584], [2.3876, 0.3807, 0.9842], [2.3480, -0.7864, -0.3477], [1.4036, -1.0778, 1.1428], [1.4689, 2.3508, 0.0115], [-0.1199, 2.2892, -0.9431], [-1.4592, 0.7830, 1.0181], [-1.6197, -2.1415, 0.2053], [-2.8437, -0.8092, 0.1634], [-1.0610, 0.1401, -1.5827], [-0.1244, -1.3198, -1.1180]], "atomic_forces_ev_per_a": [[0.052, -0.030, -0.003], [0.119, 0.116, -0.155], [-0.179, -0.145, 0.062], [-0.515, 0.169, 0.315], [0.137, 0.021, 0.075], [0.170, -0.074, -0.245], [-0.069, -0.103, -0.110], [-0.051, 0.053, 0.063], [0.063, 0.100, -0.181], [-0.088, -0.225, -0.237], [0.036, -0.104, 0.159], [-0.009, -0.190, 0.384], [0.094, 0.281, 0.328], [0.412, 0.145, -0.828], [-0.115, -0.088, 0.426], [-0.056, 0.074, -0.054]], "orbital_gap_ev": 8.49, "relative_energy_kcal_mol": 113.3, "spin_multiplicity": 1, "energy_ev": -6378.946, "mol_weight_da": 82.15, "e_homo_ev": -7.776}

---

5.
{"formula": "C6H10", "method": "ωB97M-V/def2-TZVPD", "elements": ["C", "C", "C", "C", "C", "C", "H", "H", "H", "H", "H", "H", "H", "H", "H", "H"], "coordinates": [[-0.9274, 0.3712, -1.7550], [-0.6306, 1.0232, -0.4069], [0.1427, 0.1536, 0.5631], [0.7046, 0.8050, 1.8051], [0.3500, -1.1180, 0.3369], [0.6945, -2.3449, 0.0530], [-0.0027, 0.1692, -2.3068], [-1.4480, -0.5836, -1.6296], [-1.5546, 1.0248, -2.3697], [-0.0511, 1.9440, -0.5643], [-1.5675, 1.3412, 0.0718], [1.6146, -2.5004, -0.5035], [-0.0909, 1.1064, 2.4970], [1.3780, 0.1231, 2.3317], [1.2682, 1.7073, 1.5376], [0.1201, -3.2220, 0.3396]], "atomic_forces_ev_per_a": [[-0.019, -0.022, -0.021], [-0.027, 0.056, 0.003], [0.049, -0.212, -0.060], [0.027, 0.034, 0.075], [0.112, 0.083, -0.065], [0.028, 0.096, -0.012], [-0.129, 0.024, 0.110], [0.045, 0.147, -0.001], [0.094, -0.085, 0.086], [-0.080, -0.118, 0.044], [0.117, -0.043, -0.034], [-0.067, -0.135, 0.028], [0.070, -0.013, -0.118], [-0.140, 0.113, -0.061], [-0.094, -0.119, 0.028], [0.014, 0.194, -0.002]], "orbital_gap_ev": 10.16, "relative_energy_kcal_mol": 28.5, "spin_multiplicity": 1, "energy_ev": -6382.624, "mol_weight_da": 82.15, "smiles": "C=C=C(C)CC", "e_homo_ev": -9.062}

---

6.
{"formula": "C6H10", "method": "ωB97M-V/def2-TZVPD", "elements": ["C", "C", "C", "C", "C", "C", "H", "H", "H", "H", "H", "H", "H", "H", "H", "H"], "coordinates": [[-1.4786, 0.5301, 0.4607], [-0.5402, 0.8165, -0.6762], [0.9341, 0.9502, -0.3163], [1.2591, -0.3108, 0.5152], [0.3005, -1.3921, -0.0170], [-0.8307, -0.6107, -0.5651], [-1.1130, 0.5966, 1.4809], [-2.5065, 0.9004, 0.3366], [-0.9249, 1.4054, -1.5008], [1.5222, 0.9593, -1.2428], [1.1538, 1.8792, 0.2213], [1.0666, -0.1266, 1.5785], [2.3075, -0.6108, 0.4316], [0.0378, -2.1536, 0.7242], [0.7386, -1.9140, -0.8754], [-1.9262, -0.9190, -0.5554]], "atomic_forces_ev_per_a": [[1.482, 0.762, 0.063], [0.055, 0.896, -0.012], [0.130, 0.138, -0.029], [0.134, -0.015, 0.090], [0.571, -0.354, -0.101], [-4.820, 0.120, 2.149], [0.122, 0.043, -0.157], [0.416, -0.791, -0.113], [0.156, 0.044, -0.049], [-0.071, -0.028, 0.135], [-0.019, -0.154, -0.061], [-0.001, -0.026, -0.196], [-0.118, 0.099, 0.006], [-0.044, 0.203, -0.073], [0.231, -0.098, 0.179], [1.776, -0.838, -1.831]], "orbital_gap_ev": 9.76, "relative_energy_kcal_mol": 39.3, "spin_multiplicity": 1, "energy_ev": -6382.155, "mol_weight_da": 82.15, "smiles": "C1C[C@@H]2C[C@@H]2C1", "e_homo_ev": -8.539}